C39H30N3O26S2 as an isolated structure at a distorted geometry. Source: OMol25; level of theory: the ωB97M-V functional and the def2-TZVPD basis.

XYZ file:
```
100
Properties=species:S:1:pos:R:3:mulliken_charge:R:1
C -0.68633 0.37798 5.93642 -1.464
C -0.97410 0.30545 4.47493 0.487
O -0.64049 -0.62083 3.81778 -0.354
N -1.59279 1.38250 3.81561 0.620
C -1.98151 2.51979 4.63651 0.322
C -1.42766 3.81017 4.16050 -1.092
O -2.66681 2.40296 5.59557 -0.517
S -2.87861 0.97278 2.69171 1.016
O -3.76773 2.07344 2.94223 -0.730
O -3.31954 -0.33801 3.03544 -0.613
N -2.35111 1.14339 1.20841 -0.574
S -1.14682 0.32477 0.55092 1.644
O -1.19158 -1.09862 0.76522 -0.692
O -1.09389 0.72565 -0.83763 -0.606
C 0.36717 0.94176 1.22980 0.679
C 1.40859 0.06076 1.49463 -0.077
C 2.59203 0.57917 2.02944 -1.042
N 2.78027 1.87263 2.30525 -0.693
C 1.77318 2.70561 2.02252 -1.257
C 0.55041 2.29526 1.48824 -0.375
H -0.61674 1.37977 6.33502 0.470
H 0.27889 -0.10556 6.06561 0.358
H -1.42410 -0.20759 6.47532 0.274
H -1.62341 3.92694 3.09831 0.238
H -1.91987 4.61638 4.69399 0.430
H -0.35464 3.85610 4.33098 0.199
H 1.30157 -0.99441 1.31197 0.651
H 3.40935 -0.09383 2.24879 0.455
H 1.93546 3.75575 2.22836 0.442
H -0.23302 3.00806 1.28878 0.852
C -2.52382 3.48739 -2.22683 -1.006
C -3.42207 4.18143 -2.93688 0.517
C -3.22554 5.63496 -3.29347 0.869
O -4.09362 6.17080 -3.96506 -0.713
C -2.02772 6.30763 -2.83293 -0.955
C -1.12490 5.61734 -2.12096 0.230
C -1.31690 4.15736 -1.78293 1.108
O -0.43806 3.61542 -1.14716 -0.652
O 0.00215 6.12577 -1.65282 -0.629
O -4.55967 3.66919 -3.39512 -0.602
H -2.64485 2.44493 -1.95817 0.636
H -1.89834 7.35097 -3.08426 0.410
H 0.44752 5.38675 -1.18685 0.373
H -5.00779 4.39298 -3.87186 0.349
C -0.29791 -4.06283 2.69663 -1.303
C -1.38670 -4.84305 2.60567 0.380
C -1.34825 -6.19515 1.93620 0.989
O -2.37924 -6.84453 1.92016 -0.665
C -0.09978 -6.64530 1.35364 -0.863
C 0.98547 -5.86430 1.43964 0.200
C 0.94824 -4.51784 2.13375 1.637
O 1.99113 -3.87809 2.17044 -0.742
O 2.15677 -6.20747 0.92311 -0.601
O -2.56967 -4.51100 3.08604 -0.569
H -0.31463 -3.08793 3.16520 0.467
H -0.08574 -7.60729 0.86092 0.464
H 2.77404 -5.47584 1.11714 0.351
H -3.17236 -5.24899 2.87652 0.358
C -3.15985 5.27080 -8.42702 -0.928
C -2.39634 5.60811 -7.37528 0.405
C -2.01614 7.04443 -7.09184 1.079
O -1.33245 7.27102 -6.11339 -0.610
C -2.47903 8.07333 -8.00543 -1.102
C -3.23921 7.73046 -9.05237 0.339
C -3.63706 6.30024 -9.32084 1.061
O -4.34384 6.10193 -10.29449 -0.644
O -3.71072 8.59327 -9.94092 -0.587
O -1.92445 4.71581 -6.52348 -0.569
H -3.43739 4.24754 -8.63602 0.437
H -2.19085 9.09508 -7.80404 0.426
H -4.22825 8.06212 -10.57845 0.371
H -1.40708 5.20011 -5.85067 0.314
C -0.03661 -2.59157 -1.78796 -0.766
C -0.53971 -3.62343 -2.48078 0.221
C 0.33329 -4.64279 -3.16879 1.023
O -0.22373 -5.55333 -3.76024 -0.682
C 1.77294 -4.49127 -3.09581 -1.055
C 2.28012 -3.46260 -2.40555 0.184
C 1.40299 -2.45350 -1.70060 1.311
O 1.98536 -1.57922 -1.08583 -0.696
O 3.57676 -3.22709 -2.26312 -0.651
O -1.83993 -3.85154 -2.62711 -0.612
H -0.65318 -1.85763 -1.28373 0.527
H 2.39039 -5.22058 -3.60086 0.428
H 3.63122 -2.42130 -1.70635 0.394
H -1.91272 -4.66209 -3.16543 0.355
C 4.24946 -5.25708 4.05443 -0.916
C 4.73514 -6.48851 3.85543 0.271
C 6.04948 -6.94631 4.43626 0.917
O 6.39136 -8.09282 4.20376 -0.650
C 6.81970 -6.00594 5.22364 -1.084
C 6.33753 -4.77023 5.42194 0.327
C 5.00911 -4.31833 4.85412 0.999
O 4.66806 -3.18027 5.11152 -0.634
O 6.96151 -3.83722 6.12058 -0.586
O 4.10696 -7.39762 3.12462 -0.515
H 3.30926 -4.93882 3.62609 0.640
H 7.76710 -6.33443 5.62661 0.423
H 6.37840 -3.05076 6.09528 0.386
H 4.67843 -8.18951 3.12172 0.360
```

Values from the calculation:
Strongest force on any atom in eV Å⁻¹: 2.4
Net charge: -1
HOMO level in Eh: -0.247
Frontier orbital gap in eV: 6.5
Energy in Eh: -4421.1235